The following is a DFT calculation (ωB97M-V/def2-TZVPD) of a cluster of 2 separate species, C10H11BrN3S in total.

The geometry in ORCA input format:
```
! wB97M-V def2-TZVPD RIJCOSX def2/J DEFGRID3
* xyz 1 1
C 0.2392 1.1767 -1.6355
C 0.9898 2.3547 -1.2516
C 0.7318 -0.0075 -1.1492
C 2.0526 2.2692 -0.3858
C 1.7317 0.0392 -0.2654
C 2.5246 1.0532 0.1242
C -3.7146 -0.6153 1.4517
C -2.5614 -0.4195 -0.7304
C -3.4778 0.0083 0.2231
C -1.2444 -2.5011 -0.9265
N -1.7992 -1.4644 -0.7814
N 3.6876 1.1513 0.8780
N -3.0567 -1.6623 1.9379
S -0.5662 -3.9289 -1.3657
Br -4.6007 1.4597 -0.3625
H -0.5553 1.2650 -2.3042
H 0.6273 3.2646 -1.7030
H 0.4963 -1.1184 -1.4451
H 2.4039 3.1573 0.1337
H -4.3245 -0.0182 2.1681
H -2.4479 0.1771 -1.6802
H 4.3172 1.8156 0.6477
H 4.0523 0.2986 1.3771
H -2.1930 -1.8538 1.4671
H -3.0113 -1.7669 2.9613
H -1.5309 -4.1893 -2.2685
*
```

ΔE to the lowest compared entry with this formula, charge and spin (kJ/mol): 312.10

***

The following is a DFT calculation (ωB97M-V/def2-TZVPD) of a structure of composition C25H32Br2F2GaN2O4S2.

The geometry in ORCA input format:
```
! wB97M-V def2-TZVPD RIJCOSX def2/J DEFGRID3
* xyz -1 1
C -3.0907 -4.7457 -3.4556
C -3.1628 -4.9743 -1.8516
C -4.2749 -3.9805 -1.2068
C -3.5360 -2.9205 -0.2281
O -3.9248 -1.5504 -0.5174
Ga -2.4245 -0.3819 -0.2971
C -1.5900 -0.8518 1.5440
C -1.1669 0.4684 2.3565
C 0.0203 0.0797 3.4012
S 1.5425 -0.2680 2.3984
C 2.3741 1.3616 2.0440
S 1.7382 2.8213 2.5574
N 3.6169 1.2704 1.2410
C 4.8235 1.6457 1.9988
C 5.1920 3.0591 2.5085
C 6.5198 3.2644 3.3119
C 7.4901 2.1029 3.6749
C 7.1139 0.6688 3.1774
C 5.8097 0.4778 2.3496
C 3.4997 1.9610 -0.0540
C 4.5423 2.9006 -0.6985
C 4.2235 3.5704 -2.0866
C 2.8768 3.3209 -2.8508
C 1.8574 2.3376 -2.2170
C 2.1691 1.6824 -0.8567
C -3.2267 1.5371 -0.3384
Br -1.8491 2.9529 -0.5845
C -4.3200 1.6841 -1.5599
C -5.5826 2.5962 -1.1398
Br -3.4231 2.6742 -3.0737
N -1.1423 -0.4732 -1.7732
C -0.2685 -1.6329 -1.6868
O 0.6109 -1.7817 -0.8039
F -0.3838 -2.7216 -2.6305
C -1.8233 -0.5608 -3.0959
O -2.8107 -1.2657 -3.3489
F -1.2648 0.2155 -4.1476
H -3.8107 -3.9377 -3.8330
H -3.3650 -5.7118 -4.0122
H -2.0212 -4.4510 -3.7848
H -2.1376 -4.8200 -1.3561
H -3.4587 -6.0768 -1.6779
H -4.8405 -3.4028 -2.0206
H -5.0581 -4.6066 -0.6456
H -2.3837 -2.9569 -0.3255
H -3.7787 -3.1697 0.8802
H -0.7690 -1.6293 1.4268
H -2.4345 -1.3621 2.1494
H -2.0708 0.7972 2.9962
H -0.8405 1.3075 1.6409
H 0.1995 0.9546 4.1356
H -0.2636 -0.8509 4.0000
H 4.4846 3.9191 2.2574
H 6.8213 4.3175 3.6699
H 8.4447 2.2099 4.2818
H 7.7645 -0.2437 3.4201
H 5.5631 -0.5976 2.0216
H 5.5367 3.1119 -0.1755
H 4.9540 4.2959 -2.5956
H 2.6280 3.8363 -3.8499
H 0.8630 2.0775 -2.7182
H 1.3850 0.9603 -0.4267
H -3.8310 1.6354 0.6387
H -4.6908 0.6642 -1.9233
H -6.1911 2.8676 -2.0862
H -6.3017 2.0704 -0.4205
H -5.1667 3.5665 -0.7043
O -0.7586 -3.4853 2.5808
H -1.3122 -4.2107 2.2652
H 0.0856 -3.6226 2.1312
*
```

E_tot (hartree): -9450.9290

***

The following is a DFT calculation (ωB97M-V/def2-TZVPD) of a structure of composition C19H25N4OP2SW.

The geometry in ORCA input format:
```
! wB97M-V def2-TZVPD RIJCOSX def2/J DEFGRID3
* xyz 3 1
W -0.5832 -0.5484 -0.8482
C -3.5767 -2.3731 -1.8370
P -2.6150 -2.0663 -0.3279
C -2.5005 -3.6976 0.4629
C -3.7425 -1.1093 0.7568
C -2.9743 -0.2117 1.7122
P -1.8236 0.8567 0.7882
C -2.8295 2.0858 -0.0791
C -0.8080 1.7123 2.0109
H -4.4940 -2.8942 -1.5558
H -3.0186 -2.9974 -2.5345
H -3.8386 -1.4344 -2.3238
H -3.5143 -4.0760 0.6066
H -2.0099 -3.6377 1.4351
H -1.9768 -4.4133 -0.1702
H -4.4013 -1.7891 1.3005
H -4.3882 -0.5165 0.1027
H -2.3917 -0.7912 2.4351
H -3.6497 0.4219 2.2934
H -3.4086 2.6291 0.6717
H -3.5162 1.6137 -0.7812
H -2.1874 2.7803 -0.6161
H -1.4649 2.2501 2.6981
H -0.1511 2.4267 1.5173
H -0.2134 1.0025 2.5864
N 3.2911 0.9684 -0.1974
C 3.2804 2.3639 0.1363
C 4.4067 2.9267 0.7075
C 4.3684 4.2648 1.0816
C 3.2083 5.0062 0.9077
C 2.0718 4.4262 0.3523
C 2.1183 3.1037 -0.0538
S 0.7867 2.3805 -0.9542
N 0.9920 0.7135 -0.5317
C 2.2238 0.2273 -0.3819
C 2.2886 -1.2714 -0.3716
C 3.4343 -2.0149 -0.2584
C 3.3435 -3.4114 -0.2819
C 2.1013 -4.0057 -0.4069
C 0.9809 -3.1967 -0.5109
N 1.0521 -1.8556 -0.5003
H 4.1882 0.5113 -0.0964
H 5.3027 2.3383 0.8652
H 5.2461 4.7233 1.5149
H 3.1848 6.0474 1.1983
H 1.1752 5.0149 0.2070
H 4.4064 -1.5512 -0.1618
H 4.2389 -4.0144 -0.2029
H 1.9877 -5.0806 -0.4248
H -0.0063 -3.6158 -0.6110
O -1.2688 0.0067 -4.9410
C -1.1889 -0.0733 -3.8102
N -1.1361 -0.1550 -2.5774
*
```

ΔE to the lowest compared entry with this formula, charge and spin (kJ/mol): 0.00

***

The following is a DFT calculation (ωB97M-V/def2-TZVPD) of a cluster of 2 separate species, C9H11ClN2O in total.

The geometry in ORCA input format:
```
! wB97M-V def2-TZVPD RIJCOSX def2/J DEFGRID3
* xyz 0 1
C 1.8256 -1.5584 2.3878
C 1.4509 -0.2367 2.6121
C 1.1015 -2.3272 1.5416
C 0.3875 0.3573 1.9695
C 0.0598 -1.7343 0.8055
C -0.2993 -0.3659 0.9912
C 0.2846 0.4329 -2.2846
C -2.7925 1.1007 -1.4661
C -1.7404 0.9424 -0.4330
N 1.2286 0.2921 -1.3165
N -1.3652 -0.0786 0.1392
O 0.8596 0.8616 -3.4492
Cl -0.9971 2.6050 -0.1254
H 2.6894 -2.0073 2.9693
H 1.7946 0.2953 3.4602
H 1.3695 -3.2428 1.1440
H 0.3613 1.4407 2.1422
H -0.4456 -2.2501 0.0123
H -3.7274 1.6616 -1.1499
H -3.0754 0.1198 -1.8428
H -2.2984 1.7159 -2.1042
H 1.1161 -0.1783 -0.4378
H 1.9807 0.9308 -1.5350
H 0.2315 1.2234 -4.0302
*
```

ΔE to the lowest compared entry with this formula, charge and spin (kJ/mol): 390.50

***

Number 1: maximum force 5.85 eV/Å. Number 2: maximum force 5.35 eV/Å. Number 3: maximum force 1.26 eV/Å. Number 4: maximum force 3.74 eV/Å.